# 1
Molecular formula: C2HBrCl2S
Method: DFT, the ωB97M-V functional and the def2-TZVPD basis

Structure (XYZ):
```
7
Properties=species:S:1:pos:R:3:forces:R:3
Cl 0.54879 -1.44984 -0.88844 -1.0 0.8 0.6
C -0.93809 -0.86990 -0.00157 -0.2 -1.0 -1.0
Br -4.71917 0.27135 -0.87170 -0.1 0.0 -0.7
H -1.52966 -0.00817 -0.37172 1.0 -0.5 0.3
C -1.46958 -1.76160 0.78671 -1.1 1.1 0.4
S -4.11001 0.23223 1.15640 1.3 -1.0 0.6
Cl -1.33666 -3.19477 1.56126 -0.1 0.5 -0.2
```
Forces are in eV/Å.

The value obtained for the frontier orbital gap (alpha / beta) is 5.09 / 5.11 eV. The value obtained for the electronic energy is -3969.2124 Eh.

# 2
Molecular formula: C34H60Cl2IrP2
Method: DFT, the ωB97M-V functional and the def2-TZVPD basis

Structure (XYZ):
```
99
Properties=species:S:1:pos:R:3:forces:R:3
H 3.31658 2.74137 -5.17170 0.1 -0.2 0.0
C 1.36813 -3.39996 0.54884 0.2 -0.8 -0.2
H 0.71476 1.83169 -2.06013 -0.2 0.3 0.0
H -2.15319 2.73491 -6.49864 -0.1 -0.1 0.0
H 1.68062 1.57720 -3.70376 0.0 -0.1 -0.3
H -3.62018 -0.23865 2.64024 0.3 0.0 0.0
C 3.33754 -0.39463 -6.72152 0.0 0.0 0.2
H 3.98205 1.25776 -4.47598 0.0 0.1 -0.1
H 0.89531 0.54218 2.68561 0.1 -0.2 0.0
H 0.85236 -4.85559 2.84290 0.1 0.1 0.1
C 0.18721 2.65524 -1.58430 -0.3 0.6 0.1
H 1.09610 1.68027 -5.37993 0.2 -0.1 0.2
C 1.96110 -0.83366 -6.20347 0.0 0.1 -0.1
Cl -1.92080 -1.26014 -1.08637 -0.6 -0.3 -0.3
H -1.75995 -3.33504 3.45344 -0.2 0.3 0.1
H -1.44055 3.26393 1.38484 0.2 0.1 -0.3
H 1.92818 -5.44622 -4.76800 -0.1 0.0 -0.1
C -2.45223 0.62188 -6.83928 0.0 -0.1 0.1
C -0.21711 1.14474 0.34806 -1.4 6.0 2.0
H -0.02802 -2.37626 -5.70860 0.1 -0.2 0.5
C 1.84807 1.21175 -4.72518 0.4 0.1 -0.1
C 0.77832 -0.75762 4.37777 0.2 -0.1 0.2
C 0.80588 -3.76872 2.99582 0.0 -0.5 -0.1
C -1.33024 -3.26701 -4.25659 0.2 -0.2 0.0
H 4.61802 1.34282 -6.83474 -0.2 0.0 -0.1
H -0.48526 1.23922 1.42133 -0.1 0.0 -0.7
H -2.37147 -5.10462 -4.70556 0.1 0.0 -0.1
H -1.63170 5.52675 0.35423 0.1 -0.2 -0.2
C -2.85523 1.94791 -6.18155 0.1 0.0 0.1
H 2.49667 -0.74510 -4.11336 0.0 0.3 -0.3
H 1.19826 -4.59121 -6.13231 0.0 0.0 0.2
H 0.76499 -1.82742 4.64961 0.0 0.6 -0.1
H 1.17859 -4.41289 0.16011 0.3 0.2 0.0
H -3.85295 2.23770 -6.53327 0.2 0.1 0.0
H 2.72456 -0.64320 1.47911 0.1 -0.1 0.4
H 2.93835 1.64228 -7.33048 0.1 -0.1 0.1
H -1.68820 -1.88053 4.48927 0.0 -0.1 -0.3
H 1.26475 -2.68156 -0.28950 0.1 -0.7 0.4
Ir 0.18147 -0.55776 -0.45140 0.7 -2.9 -3.3
H -2.09286 -0.74500 -4.50246 0.1 0.3 0.0
H 1.19591 -0.44287 -6.88817 0.2 -0.2 0.2
H 3.44249 -0.70418 -7.76990 0.0 0.0 0.2
C 3.24692 1.64667 -5.19382 -0.1 -0.1 0.1
H 1.90640 -1.92996 -6.25055 0.0 0.3 0.0
C 0.04362 3.90912 -2.16842 0.1 -0.3 0.1
H -0.32741 0.72941 -6.51819 -0.3 -0.2 0.1
H -1.55345 -4.37070 -6.08932 0.0 -0.1 0.2
H -2.32674 0.76258 -7.92080 -0.1 0.0 0.2
H -2.49378 0.43676 1.44848 0.0 -0.1 0.3
C -0.34377 2.42247 -0.29657 0.0 -0.9 0.9
H -0.32175 -6.37737 -5.48724 0.0 0.0 0.1
H 2.40493 -3.35739 0.92156 -0.4 0.0 -0.2
H -3.03237 2.86467 -4.21541 -0.1 -0.1 -0.1
C -1.88010 -1.46982 2.31128 0.1 0.2 -0.1
C -1.13260 4.72137 -0.18647 0.1 -0.2 -0.2
H 1.19764 -3.65994 -3.20868 0.0 0.0 -0.1
H -0.25677 -5.91914 -3.78918 0.0 0.1 -0.1
C -0.60146 4.93968 -1.47528 -0.1 0.0 0.1
H 2.14827 -2.97851 -4.53616 -0.3 -0.1 0.2
H 4.10909 -0.93128 -6.15224 0.0 0.1 0.0
H -0.15757 -0.29313 4.71500 0.2 -0.1 -0.2
C -1.56476 1.28119 -4.07655 -0.3 0.1 -0.2
H -3.25275 -0.11863 -6.69999 0.1 0.1 0.0
H -0.73564 1.98478 -4.25410 -0.2 -0.2 0.1
C -2.86473 1.87056 -4.64865 0.1 -0.2 0.1
C -0.00933 -2.57424 -4.61746 0.1 0.3 0.0
H 0.10430 -3.59431 3.81659 0.3 0.0 -0.2
C 1.19425 -3.47130 -4.29128 -0.2 -0.2 -0.1
C 1.09194 -4.79928 -5.05580 0.0 0.1 0.0
C -2.12070 -2.30857 3.57678 -0.2 0.0 -0.1
H 1.60137 -0.28476 4.93890 -0.3 -0.1 -0.1
H -2.36633 -2.00659 1.47520 0.3 0.2 0.2
H 3.15827 -0.17240 3.14008 -0.1 -0.2 -0.2
C 3.57107 1.11817 -6.59695 -0.1 0.0 0.1
Cl 2.40980 -0.20314 -0.83937 0.5 -0.1 -0.6
C -0.24198 -5.51764 -4.81274 0.0 0.1 0.1
C -1.45180 -4.59712 -5.01685 0.0 0.1 0.0
C 1.71516 -0.31347 -4.77285 -0.2 -0.5 0.7
H -0.60543 -3.60220 1.40023 0.3 0.0 -0.1
H -0.69796 5.92037 -1.93668 0.0 -0.2 0.1
H -0.94552 -0.92624 -6.71762 0.0 0.4 0.1
C 2.51704 -0.83489 2.53848 0.0 0.1 0.0
H -1.65890 1.14938 -2.98705 0.0 0.1 -0.3
H -2.12421 0.52335 3.20216 0.0 -0.1 -0.2
H -3.69486 1.22515 -4.32606 0.1 0.1 0.0
C -1.15246 0.05146 -6.25156 -0.1 0.1 -0.1
P 0.17939 -0.90696 -3.78613 0.0 0.3 -2.0
C 0.36243 -3.14472 1.66654 -0.3 0.1 0.4
C 1.05580 -0.52729 2.88416 -0.4 0.3 0.2
H 1.79953 -3.43256 3.30958 -0.3 -0.1 -0.1
C -1.01978 3.47327 0.39685 0.2 0.3 -0.4
H -1.35174 -3.43308 -3.17104 -0.1 -0.1 -0.1
C -2.55311 -0.09931 2.40271 -0.3 0.1 0.1
H -3.20767 -2.36697 3.72969 0.2 0.0 0.0
H 0.44920 4.08072 -3.16921 -0.1 0.1 0.3
H -2.19682 -2.63609 -4.50458 0.3 -0.2 0.1
H 2.77276 -1.87076 2.78052 0.1 0.3 -0.1
C -1.25210 -0.06827 -4.72680 0.3 -0.2 0.7
P -0.10365 -1.36905 1.69581 0.0 -1.5 2.0
```
Forces are in eV/Å.

The value obtained for the frontier orbital gap (alpha / beta) is 6.59 / 5.77 eV. Its spin multiplicity is 6. The value obtained for the electronic energy is -3038.8270 Eh.

# 3
Molecular formula: C5H15N2
Method: DFT, the ωB97M-V functional and the def2-TZVPD basis

Structure (XYZ):
```
22
Properties=species:S:1:pos:R:3:forces:R:3
C 1.62770 -1.90854 1.58903 0.1 -2.8 -1.0
H 2.71400 -0.02926 0.13928 2.3 -0.6 -1.5
H 1.87348 1.33980 0.58851 -0.4 1.3 -0.1
H -2.93864 0.83376 -2.25364 -0.5 0.5 0.4
C 0.74696 0.13907 -1.04000 -1.1 0.3 1.3
H -1.76118 1.62744 0.45061 0.1 -0.1 -0.6
H -3.60789 1.72582 -0.76651 -1.2 0.4 -0.2
H 0.68579 0.79400 -1.88956 0.7 1.0 0.1
H 0.99569 -0.80355 -1.50858 -0.1 -0.5 0.3
C -3.04633 0.91750 -1.15882 2.6 -1.9 -0.2
H 1.08375 -2.50545 2.41422 0.4 1.9 -1.0
H 2.67929 -1.99025 1.79704 0.5 0.6 0.5
C 1.77242 0.38858 0.13648 -2.6 -1.9 0.7
H 1.59214 -0.04991 2.15913 -1.8 0.4 -0.2
H 1.57252 -2.65803 0.74181 -0.5 1.5 0.3
N 1.18750 -0.47787 1.31046 1.2 -1.6 0.3
H -1.12909 1.87336 -1.24683 -0.4 0.2 0.8
H -1.06758 -0.78081 -0.88800 0.3 0.9 0.7
N -0.65188 0.05546 -0.41451 -0.1 -2.6 -1.5
C -1.64605 1.17385 -0.55134 1.5 1.1 -0.4
H -3.34910 -0.08001 -0.83846 -0.7 0.2 0.3
H 0.17926 -0.60275 0.97727 -0.4 1.6 1.1
```
Forces are in eV/Å.

The value obtained for the frontier orbital gap is 10.85 eV. The SMILES is CCNCC[NH2+]C. As for the charge: +1. The value obtained for the electronic energy is -308.6998 Eh.

# 4
Molecular formula: C6H10O
Method: DFT, the ωB97M-V functional and the def2-TZVPD basis

Structure (XYZ):
```
17
Properties=species:S:1:pos:R:3:forces:R:3
C 0.42668 0.77337 -0.81100 -0.3 -0.3 0.0
H -0.22201 0.06809 -2.78135 0.1 0.2 -0.4
H -1.08722 1.49105 0.50056 0.0 0.1 0.0
C -0.26614 0.75148 0.54634 -0.1 -0.1 0.1
H 1.97678 -0.40139 -1.83986 -0.4 -0.1 0.0
C -0.96463 -1.09234 2.02808 0.0 0.2 0.3
H -1.20781 -0.49756 -1.32321 0.8 -0.5 -0.6
H -1.94704 -1.33067 2.45105 0.1 0.0 -0.1
H 1.32408 -1.24212 -0.37529 -0.4 0.1 -0.1
H -0.51111 -2.08311 1.85273 0.0 0.2 0.0
H 1.73655 2.17805 -0.86715 -0.1 0.1 -0.1
C -1.07788 -0.48439 0.70601 -0.1 0.3 0.7
C -0.25066 -0.15810 -1.73474 0.0 0.1 -0.5
H -0.35325 -0.51027 2.71911 0.1 -0.2 0.5
O 0.89761 1.98933 -1.30434 0.1 0.1 0.3
H 0.39309 1.04771 1.38468 0.0 -0.2 -0.1
C 1.13296 -0.49911 -1.15163 0.1 -0.1 0.0
```
Forces are in eV/Å.

The value obtained for the frontier orbital gap is 8.31 eV. The value obtained for the electronic energy is -309.6731 Eh.

# 5
Molecular formula: C34H45ClIN5O5P2V
Method: DFT, the ωB97M-V functional and the def2-TZVPD basis

Structure (XYZ):
```
94
Properties=species:S:1:pos:R:3:forces:R:3
C 0.17902 -5.87132 -4.47690 0.0 0.3 0.0
H -0.60676 6.12372 1.84956 0.0 0.1 -0.1
H 3.39771 -6.06010 -2.35128 0.1 0.0 0.0
H 0.45286 1.72242 5.41190 0.0 0.0 0.1
H 2.56631 0.88881 -1.10091 0.1 -0.1 -0.1
C -3.20210 -4.01636 -2.00891 0.0 0.1 0.0
H -0.01598 5.44460 5.80683 -0.2 0.1 0.0
C -4.16135 -4.12464 -3.00181 0.0 0.0 0.0
H -2.04171 1.92359 -2.12677 0.0 0.1 0.1
C 0.99002 5.07323 5.67912 0.0 -0.1 0.0
C 2.03947 -7.12787 -3.63504 0.3 -0.3 0.0
H -1.52977 -2.38810 1.76244 0.0 0.0 0.1
H 1.65449 5.25572 1.66712 0.1 0.1 0.0
H -1.73360 2.19999 4.45951 0.0 0.1 -0.1
C -0.06862 4.05021 2.02974 0.0 0.1 -0.1
N 1.94889 -0.57686 -3.31869 -0.2 0.0 -0.1
C 1.78442 0.84476 -0.36845 0.1 0.5 0.4
H -1.93043 5.13103 2.43790 -0.2 0.1 0.0
C -1.43109 0.16053 -4.45500 0.1 -0.1 0.1
C 1.42037 4.34854 2.21862 -0.1 0.0 0.0
N 0.61041 0.18622 -0.52546 -0.2 1.0 0.9
O 1.97508 -1.92851 -1.01054 0.6 -1.0 1.4
H -0.73679 -5.81065 -5.04441 -0.1 0.0 -0.1
C -0.30333 3.88679 0.51639 -0.1 0.0 0.1
H 0.46176 3.26229 0.06691 0.1 -0.1 -0.1
N 0.74803 1.13978 1.42040 -0.4 -0.7 -0.8
H 0.52099 -7.92639 -4.92621 0.0 -0.1 0.0
C 1.20870 3.71151 5.49689 0.1 -0.1 0.2
C -2.17296 -2.43472 0.88441 0.3 0.1 -0.2
P -1.51448 -0.37015 -2.70718 -2.0 0.7 -0.9
H 1.66968 4.51667 3.25935 0.1 0.1 0.1
N 1.88559 1.42567 0.79565 1.0 0.3 -0.2
C -0.54716 2.76235 2.79959 0.4 -0.1 0.2
H -2.84540 -3.28992 0.97368 0.1 0.0 0.0
H -0.57787 5.57065 3.50465 -0.1 0.0 0.1
H -0.98847 0.03889 0.90614 -0.1 0.0 0.1
H 2.19849 -3.94057 -2.56028 0.0 -0.1 0.1
C -3.68214 -1.88542 -3.72712 0.0 0.0 0.1
O -0.98657 -3.22285 -4.72820 0.7 -0.3 0.5
H 0.52119 -4.12863 0.17287 0.0 -0.1 0.0
O -1.70710 2.23177 2.15041 -0.2 -0.2 0.0
H -2.77399 -1.52915 0.82224 0.0 0.1 0.0
O 0.21136 -2.58542 -3.00031 0.1 -1.9 -1.9
C -4.41206 -3.05690 -3.84869 0.0 0.1 0.0
H 2.04799 3.55744 1.81935 0.1 0.0 0.0
H -1.06839 -4.92930 0.26117 0.0 0.0 -0.1
C 3.58682 4.14238 5.46604 0.0 0.1 0.0
C -2.67383 -1.78427 -2.77585 0.0 -0.1 0.2
C 2.50734 -6.00988 -2.95985 0.1 -0.1 0.0
H -4.71070 -5.04510 -3.11415 -0.1 -0.1 0.0
C -0.01538 0.39272 0.62695 -0.1 0.2 0.2
H -2.41808 2.87383 2.25822 -0.1 0.0 0.0
H -5.16661 -3.14109 -4.61747 0.0 0.0 0.0
H -0.52295 2.84437 6.34633 0.1 -0.2 0.0
C -0.95143 2.94802 4.29049 0.1 -0.1 0.0
C 2.52105 3.26138 5.41640 -0.2 0.1 0.0
H -3.89015 -1.06166 -4.39573 0.0 0.0 -0.1
I 3.12158 -8.93891 -3.51485 -0.3 0.4 0.0
H -0.66720 0.93334 -4.56940 -0.1 0.0 0.0
C 1.82000 -4.81678 -3.06854 -0.2 0.2 -0.1
C -0.42430 -4.29664 -0.34804 0.0 0.2 0.0
H 3.97956 -1.08917 -3.30167 -0.3 0.0 0.2
Cl 4.66541 6.60780 5.63346 0.1 0.1 0.0
N 3.15016 -1.00172 -2.71923 0.5 0.1 -0.3
H 2.01355 0.41649 -3.56110 0.0 -0.4 0.2
C 3.11022 -1.86276 -1.60492 1.8 0.0 -0.5
C -0.85382 5.28469 2.49395 0.1 -0.2 -0.1
H 1.42253 1.92719 3.18221 0.0 -0.1 0.0
H 2.71610 2.20323 5.32692 0.1 -0.2 0.0
H 1.86267 7.02430 5.83271 0.0 0.1 0.0
C -0.11808 -3.45249 -3.89422 -1.0 -1.1 -1.9
H -1.41598 3.92163 4.41743 -0.1 0.0 0.0
C 0.64708 -4.73630 -3.82089 0.1 0.0 0.1
H -0.24592 4.86312 0.04447 0.1 0.1 -0.1
H -3.02237 -4.84426 -1.33597 0.0 -0.1 0.0
P -1.15439 -2.65275 -0.63477 -1.2 -1.0 0.7
V 0.44261 -1.37016 -1.81251 0.3 2.7 0.9
H -1.17447 -0.71961 -5.05003 0.0 0.1 0.0
H -0.22055 -4.76050 -1.31336 0.1 -0.1 0.1
O 4.12921 -2.42411 -1.27809 -0.2 0.0 0.0
C 3.34283 5.50003 5.59547 -0.1 -0.2 0.0
C 0.47783 1.60933 2.74697 -0.6 0.5 0.6
C 0.88208 -7.05871 -4.39727 0.0 -0.2 0.0
H -2.56604 0.81300 -0.85387 0.0 0.0 0.1
H 1.74750 -1.10166 -4.18122 0.1 0.2 0.4
H -3.52234 0.95797 -2.34146 0.0 0.0 0.0
H -1.27756 3.45928 0.29828 -0.1 0.1 -0.1
C -2.51411 0.96164 -1.93018 0.4 -0.2 -0.1
H -2.38631 0.56427 -4.79129 0.0 0.0 0.0
H 0.05847 0.77377 3.31143 0.1 0.0 0.0
H 4.59742 3.77523 5.40663 0.2 0.0 0.0
C -2.45033 -2.85331 -1.89903 0.0 0.1 0.1
C 0.06306 2.74102 5.42824 -0.1 0.2 0.0
C 2.04307 5.96850 5.71164 0.0 0.0 0.0
```
Forces are in eV/Å.

The value obtained for the frontier orbital gap (alpha / beta) is 8.29 / 8.24 eV. Its spin multiplicity is 3. As for the charge: +1. The value obtained for the electronic energy is -4357.1115 Eh.

# 6
Molecular formula: C4H11N3O
Method: DFT, the ωB97M-V functional and the def2-TZVPD basis

Structure (XYZ):
```
19
Properties=species:S:1:pos:R:3:forces:R:3
H 1.75503 1.92027 0.62927 0.0 -0.1 -0.1
H -2.56924 -2.34062 1.58717 0.0 0.2 -0.1
H 2.68477 1.89377 -1.73744 0.0 0.0 0.0
C 0.88669 -0.42667 1.11022 0.5 0.0 -0.1
C 1.02503 0.18349 -0.10197 -0.8 0.0 0.5
H 1.13028 0.09345 2.02520 0.0 0.1 0.0
H 1.58475 3.23562 -1.35442 0.0 0.0 0.0
N -2.54603 -1.35311 1.37624 0.1 0.0 0.0
N -1.40342 -1.61825 -0.67225 0.3 0.0 0.4
H 0.78591 -1.49816 1.16016 -0.1 -0.1 0.0
C 1.66079 2.15094 -1.43850 0.1 0.0 0.0
H -1.72234 0.16577 0.24884 0.1 0.0 0.1
H -0.20344 -1.11887 -1.09176 0.9 1.2 -0.2
H -2.74040 -0.72463 2.13738 0.1 0.0 -0.1
N 1.27096 1.55396 -0.17641 0.2 -0.1 -0.1
O 0.73093 -0.38970 -1.25335 -0.8 -0.8 0.1
H -1.48762 -2.62410 -0.55665 -0.1 0.0 0.1
H 0.98360 1.80545 -2.21614 0.0 0.1 0.0
C -1.82625 -0.90859 0.32441 -0.5 -0.4 -0.5
```
Forces are in eV/Å.

The value obtained for the frontier orbital gap is 7.68 eV. The value obtained for the electronic energy is -398.4791 Eh.